Entry from the Open Molecules 2025 dataset: a cluster of 11 separate species, C31H70Cl4N10O10 in total in a non-equilibrium geometry (ωB97M-V/def2-TZVPD).

The geometry in XYZ format:
```
125
Properties=species:S:1:pos:R:3:forces:R:3
H -3.9965 -4.9263 -4.3740 0.399 0.300 0.585
Cl 6.0405 5.0077 -2.6720 -0.386 -0.261 0.491
H 2.7156 1.1986 2.6482 0.683 0.720 -0.536
H 0.5731 6.1955 -2.9169 0.273 0.083 -0.835
N -4.6711 0.5529 -2.7974 0.081 -0.204 0.110
H 5.3151 -2.1977 -1.3778 -0.083 -0.629 -0.591
N 4.5947 -1.8542 -3.3191 0.440 -0.264 -0.240
C -0.8883 3.3701 2.5128 -1.688 2.382 -0.662
C -0.1068 0.1509 -2.7131 1.040 -0.046 0.551
H -4.1034 -0.2852 0.3474 0.038 -0.218 -0.261
N 0.1279 0.2203 -1.4083 2.001 1.685 1.901
C -4.1980 -0.8177 1.2891 0.440 -1.085 0.245
O -2.5716 -2.8931 -0.7965 -1.046 0.026 -0.264
H 2.6078 -4.2103 1.2875 -0.430 -0.143 0.672
H -3.0307 -3.5466 -4.8451 0.761 0.336 -0.826
H -2.7771 1.3234 -2.3307 -0.582 0.200 -0.483
H -0.0968 4.7939 -4.4066 0.239 -0.365 0.059
H -1.8330 -3.6936 4.3372 -0.030 0.151 -0.178
H 5.5405 -2.8437 -4.9119 0.380 0.013 -0.136
C 1.4217 0.7954 -0.9328 -0.887 0.693 -1.427
C 4.5799 -2.4073 -4.7009 0.388 3.301 0.700
H 2.5192 -0.3398 6.1324 0.498 -0.576 -0.208
C 0.0827 5.6892 2.5430 -3.075 0.737 1.011
H -2.3119 4.0370 -1.2281 0.712 -0.380 -0.302
H -4.1783 2.2302 -1.7477 -0.001 0.233 -0.255
H 5.5058 -1.6564 2.2304 0.326 0.455 -0.013
H -0.1269 0.6790 4.0523 -0.882 0.165 -0.728
O 4.0751 -0.8373 0.4533 -0.292 0.341 0.076
H 3.7293 -0.3773 4.6686 -0.007 -0.242 0.714
H -4.4819 -3.2566 -3.9704 0.534 -0.578 0.172
C -5.7318 0.2803 -1.9907 0.474 1.257 0.513
C 2.9677 0.1418 5.2588 -0.988 0.578 -0.188
H 1.2685 0.2623 2.2992 -0.039 -0.170 0.032
O -1.1051 -0.3349 -3.1682 -2.023 -0.754 -1.354
O 2.8555 -0.4373 -3.6549 -1.534 0.862 -2.516
O -0.5069 6.4416 -1.2587 0.262 -0.041 0.129
H 5.8061 -3.3751 2.4919 0.078 0.022 0.180
C 3.5137 -1.8747 0.7476 -0.357 -2.476 0.075
H 0.3503 -1.8754 4.3695 0.288 -0.277 0.116
H 0.9229 -3.6052 4.1005 -0.277 0.499 0.074
H -3.3514 -1.5198 1.4544 -0.449 0.762 -0.290
C -1.2478 3.7574 -1.4087 0.885 1.647 0.853
H 1.8788 1.3633 -1.7733 -0.004 -0.788 0.333
H 2.7869 -0.5652 2.8360 0.118 0.007 -0.897
H 6.5976 -2.2065 -2.5732 -0.731 -0.116 -0.301
H 4.0735 -5.0939 1.0157 0.215 0.735 -0.148
O 0.5338 -3.4310 0.9461 -0.728 0.785 0.960
H 3.3745 1.0634 5.6865 0.045 0.171 -0.438
H -5.3943 1.6468 3.2784 0.149 -0.395 -0.053
H -0.7654 -3.5864 -3.0536 -0.080 -0.205 -0.201
N 1.8559 0.3569 4.3242 0.611 0.266 -0.427
C -0.3179 4.4688 4.6310 -0.495 -0.579 -1.389
H -1.5743 -0.7583 -0.8962 0.466 -0.343 0.746
H -2.1074 -1.9406 3.9988 0.029 -0.685 -0.208
H -0.9258 6.1976 2.3991 1.341 0.157 -0.272
C -0.7046 -0.3484 -0.3520 -0.943 0.817 -2.213
C -0.3955 3.9430 -3.7716 -0.458 1.921 -0.575
H -0.0671 -1.0487 0.1093 0.141 -1.241 0.917
C -3.7975 1.6744 -2.6073 0.546 -0.164 1.348
H -4.2083 -2.5840 -2.0811 0.381 -0.337 0.756
O -0.1600 5.4073 5.3657 0.453 0.617 0.099
O -6.0423 0.9055 -0.9699 0.318 -0.933 -1.271
H 3.8859 -4.4888 2.5938 -0.513 -0.193 1.298
H -3.4092 1.2850 3.7753 0.169 -0.441 0.221
C 0.6530 0.7023 4.7788 0.861 0.338 2.458
C 0.5660 -2.6601 3.6415 -0.131 -0.442 0.056
H -0.2748 2.7079 1.9769 1.595 -0.763 -0.530
C -3.6057 -3.9411 -4.0450 -1.202 0.130 0.386
N 4.2030 -2.9477 1.2974 -0.323 1.675 -0.677
C -4.4159 -0.2763 -3.9651 -0.688 0.354 1.154
H -5.5517 1.5771 1.5583 0.259 0.586 -1.228
C -1.4752 -4.3958 -2.8473 0.026 -0.470 1.404
H -1.0614 2.7688 -1.7420 -0.524 -1.317 0.201
N -0.6277 -2.8596 2.8665 0.437 -0.492 -2.047
H -6.2097 0.3048 2.4514 -1.105 -0.235 0.290
H -1.5302 3.8494 1.7094 0.385 -0.523 0.832
Cl 4.1444 3.3186 -3.8898 -0.489 -0.516 -0.260
C 5.0013 3.5364 -2.3905 -0.062 1.830 0.063
H -1.4004 -5.2468 -3.5238 0.096 0.249 -0.131
N -0.5861 4.5275 -2.4550 0.032 0.342 -0.505
C -3.1834 0.4315 3.1020 2.146 0.954 -0.254
C -0.5351 -3.1747 1.5400 1.203 -1.028 -0.326
H -1.2958 -4.7636 -1.8248 0.466 0.082 -0.394
H 1.3153 -2.3482 2.9415 0.612 0.298 -0.130
O 0.4933 0.9560 5.9795 -0.567 -0.201 -0.874
C -3.2532 -3.0979 -1.7899 1.182 -0.320 -1.048
C 3.7089 -0.8799 -2.9520 0.701 -0.967 2.011
C 5.5298 -2.6219 1.7559 -0.246 -1.024 0.725
C -0.1524 5.7949 -2.2274 -1.023 -0.273 1.355
H 3.8301 -3.1194 -4.7988 -1.455 -1.357 -0.257
H -3.7713 2.2795 -3.5071 0.093 0.213 -0.095
H -0.5730 3.4656 5.0131 0.013 -0.016 -0.059
C -5.3810 0.9743 2.4113 -1.338 0.474 1.130
H 6.2603 -2.6884 0.9795 0.572 0.320 -0.645
H -1.5511 2.7481 3.1016 0.029 0.174 0.519
H 2.0785 0.0230 -0.5555 0.202 -0.008 0.153
H -3.3898 -0.6072 -4.0460 0.247 -0.241 0.356
H 1.2748 1.5878 -0.1974 -0.315 -0.295 0.407
H -0.6605 3.9354 -0.4612 -0.803 -0.220 -0.809
H 0.6473 6.2405 3.2648 0.621 0.760 -0.126
O -2.0172 -0.0056 2.9884 -1.897 0.279 0.123
H -6.2931 -0.5657 -2.4195 -0.287 -0.063 0.479
Cl 6.0163 2.2490 -1.9690 0.862 -1.421 0.065
H -1.3464 3.6600 -4.2620 0.474 -0.565 0.598
H -5.1368 -1.0531 -3.7693 0.098 -0.906 -0.959
H 2.4179 -2.1366 0.5773 0.966 0.476 0.076
N -0.2666 4.4947 3.2388 0.090 -2.796 1.422
H 0.7380 0.4978 -3.3145 0.004 0.219 -0.181
H 0.5138 5.5235 1.5928 0.761 -0.202 -0.830
C 3.6466 -4.2432 1.5913 0.065 -0.286 -1.643
H -2.6421 -3.2134 2.8221 0.123 0.190 0.384
H -1.4347 -3.2967 0.9111 -0.242 0.372 0.935
H 4.3579 -1.5252 -5.3565 0.262 -1.057 0.214
H -4.6600 0.2800 -4.8434 -0.289 0.258 -0.849
C 2.1700 0.3246 2.9072 -0.358 -0.869 1.118
Cl 3.8750 3.7901 -1.0317 -0.018 0.302 -0.337
C 5.5319 -2.5137 -2.4224 0.413 0.699 0.655
H 5.4803 -3.6015 -2.6083 -0.093 0.416 0.558
H -1.0642 0.3963 0.3501 0.149 0.275 0.187
N -4.2456 0.1517 2.3587 1.378 -0.811 -0.095
C -1.8656 -2.9246 3.5483 -1.232 0.163 0.566
N -2.8330 -3.9210 -2.8060 -1.647 0.759 -0.493
H 3.6238 -0.4946 -1.9048 1.430 -0.851 -0.168
H 0.4123 3.2393 -3.7936 0.055 -0.904 -0.117
H -5.1150 -1.4347 1.2892 0.232 0.451 -0.061
```
Forces are in eV/Å.

Calculated values
total charge = 0
HOMO-LUMO gap = 8.97 eV
molar mass = 884.77 g/mol
maximum force = 3.397 eV/Å
SMILES = ClC(Cl)(Cl)Cl.CN(C)C=O.CN(C)C=O.CN(C)C=O.CN(C)C=O.CN(C)C=O.CN(C)C=O.CN(C)C=O.CN(C)C=O.CN(C)C=O.CN(C)C=O
total energy = -118746.218 eV

=====

Entry from the Open Molecules 2025 dataset: a structure of composition C31H73N10O15SY in a non-equilibrium geometry (ωB97M-V/def2-TZVPD).

The geometry in XYZ format:
```
131
Properties=species:S:1:pos:R:3:forces:R:3
H -11.0850 -0.1984 16.3481 -0.262 0.331 -0.222
C -13.0139 -3.4606 25.2248 -0.340 0.411 -1.798
N -12.7886 -4.6092 24.2907 -2.367 0.252 4.474
O -11.2998 -3.6301 22.9211 -1.314 -1.140 0.906
N -8.2186 1.8988 24.4351 -1.225 -1.860 -1.508
H -8.9874 3.0224 27.5205 0.544 -0.034 -0.317
C -9.3941 -2.1911 25.5426 -1.803 0.496 1.599
C -8.1873 0.0709 19.7878 1.114 -1.388 1.348
C -14.6835 -1.7529 22.3061 0.119 -0.161 0.083
C -13.5116 -8.7846 20.6396 -0.585 0.413 1.531
H -9.6852 1.2052 20.1715 -0.691 -0.078 -0.008
H -12.1598 -6.1321 17.2754 0.759 -0.094 -0.357
H -15.4606 -1.1767 21.8039 -0.168 0.183 0.396
H -11.0578 -5.6668 21.7902 0.237 -0.265 -0.161
H -13.5264 0.2792 19.9477 0.608 0.803 -0.124
H -12.6940 -0.0996 17.1566 -0.017 0.706 -0.285
H -14.1385 -8.0924 21.2017 -0.522 0.264 -0.183
H -6.2382 1.9111 23.6386 -0.045 -0.295 0.610
C -7.9416 -2.3335 23.5677 -0.321 1.429 -1.209
H -6.3585 -3.1454 22.3075 -0.339 0.044 -0.114
C -8.5720 -4.3562 19.6703 -1.626 -0.113 -1.687
H -14.1993 -9.4544 20.1231 0.629 0.149 -0.552
H -8.9978 -2.3443 15.3982 -0.052 0.524 0.050
H -6.3267 -0.6614 20.4261 0.206 -0.040 -0.366
C -11.8948 -2.8957 16.0204 0.043 0.538 -0.275
C -11.6011 -6.6744 18.0381 -1.183 -0.620 1.539
H -6.2194 -1.4267 22.5987 -0.106 0.033 0.352
N -8.7896 1.2338 19.7054 -1.036 0.583 0.230
H -7.3152 0.5934 23.0777 -0.111 0.126 -0.166
H -9.1908 3.1727 19.2729 0.297 0.154 -0.463
H -7.5009 2.3505 22.6119 -0.101 -0.476 -0.698
O -11.1788 -1.4723 19.1770 0.398 1.165 2.731
S -11.5258 0.6892 22.5311 2.115 0.094 1.491
C -11.6134 -0.1182 17.2981 0.197 -0.529 -0.417
O -5.9018 -3.4540 16.6972 -0.796 0.667 -1.632
H -9.2035 -1.6667 26.4790 0.320 -0.406 0.322
H -14.4156 1.4285 18.7681 0.763 0.477 0.213
Y -10.6224 -1.9036 21.3243 0.686 -1.615 -0.722
H -6.3962 -5.2562 24.1064 0.198 -0.078 -0.222
H -11.6654 -7.8326 20.3837 -0.157 0.055 -0.163
C -15.9761 3.0182 22.4380 -0.127 -0.673 1.707
C -6.4897 -2.3736 23.0660 -0.537 -0.894 0.536
H -15.1089 -2.5031 22.9726 -0.306 0.554 0.578
H -12.4837 -2.1412 15.4990 -0.724 0.332 0.935
H -4.4198 -1.8822 14.5416 -0.094 0.144 -0.676
O -8.8575 -2.0551 22.7783 0.837 -0.601 0.716
H -4.7822 -3.5271 13.9168 0.015 0.093 0.055
O -12.9068 -2.4460 20.8794 -0.270 -0.603 -0.124
H -11.2141 0.7043 17.8915 -0.368 -0.126 -0.005
C -8.0924 2.5475 25.5568 -0.888 1.051 2.387
H -11.5840 -6.8333 23.0277 -0.269 0.163 0.269
H -12.0346 -3.0342 25.4422 -0.617 0.649 -0.067
N -14.9620 -3.3995 20.6271 0.230 0.052 0.594
N -14.6345 1.8370 20.8991 2.177 -1.275 -1.945
O -11.3389 -0.6679 23.0816 -0.293 -1.761 2.982
H -12.7243 -6.1007 21.8262 -0.257 -0.082 0.322
O -8.2327 -7.8676 25.1175 0.209 0.745 -0.586
H -15.8505 -3.4077 21.1072 -0.074 -0.201 -0.540
N -8.4141 -5.7315 24.3190 -0.330 0.298 0.003
C -11.4169 -1.4021 18.0096 0.194 0.092 -0.612
O -16.8614 2.1568 20.4471 1.869 0.276 -0.084
O -11.1957 0.2957 21.1547 -0.255 1.777 -3.489
O -10.4963 1.6143 23.0346 -1.162 -0.162 -0.414
C -9.2916 2.7621 26.5067 -0.655 -0.520 -0.534
H -7.3753 -2.6180 25.4616 -0.139 0.073 -0.052
C -7.2646 1.6339 23.3984 0.857 1.277 -0.041
H -14.0519 1.6183 21.6947 0.509 0.588 0.286
H -10.7761 -7.3293 17.7578 -0.307 0.020 -0.727
H -13.7691 -4.6324 19.4170 -0.103 -0.399 0.300
H -9.1335 1.6891 24.0621 -0.643 -0.012 0.410
N -8.1772 -2.4137 24.8825 1.998 -0.214 -0.864
O -13.7286 -7.8560 18.0911 -1.345 0.325 -1.115
C -4.7038 -2.9010 14.8055 1.993 0.795 -0.906
O -8.8110 -0.9316 20.2036 1.319 0.703 -0.411
H -12.4380 -3.8368 15.9334 0.049 0.081 0.410
H -9.8717 -6.9943 26.8264 0.075 0.610 0.165
H -8.8914 -4.8950 18.7782 -0.410 -0.558 -0.683
C -15.8188 2.3206 21.1247 -3.941 0.034 0.443
H -14.7439 -3.5494 18.5397 -0.531 -0.024 -0.126
H -13.2148 -5.3935 24.7633 0.418 -0.817 -1.287
H -7.4512 -5.2276 22.6275 0.565 -0.041 -0.168
C -6.6436 0.0159 19.6330 -1.914 0.037 -0.142
O -7.0597 3.0263 25.9391 2.618 0.820 0.469
H -7.4576 2.6865 18.9989 -0.064 0.374 0.262
H -8.2036 -0.8807 16.2559 -0.885 0.235 -0.512
N -12.5365 -8.0190 19.9078 1.194 -0.575 1.534
C -11.9944 -4.6222 23.2724 2.423 -0.128 -2.312
C -8.8445 -6.8088 25.0078 -0.621 -1.438 1.011
H -13.0434 -9.3001 21.4781 0.407 -0.416 -0.414
H -15.1872 0.2787 19.6840 -0.472 -0.262 -0.034
H -13.7657 -2.8922 24.6773 0.965 1.313 -0.175
H -9.8939 -3.1352 25.7594 -0.101 -0.078 0.139
C -8.5070 2.4050 18.9109 0.666 -0.732 0.073
O -12.8753 1.1288 22.7648 -0.656 0.480 0.057
H -9.9244 3.5803 26.1631 0.001 -0.018 -0.237
C -5.9054 -2.8392 15.6052 0.472 -1.994 4.025
H -13.6448 -3.5983 26.1029 0.716 -1.405 0.318
C -12.7353 -7.5354 18.6916 1.350 0.222 -1.149
H -8.2119 -2.3814 16.9787 0.753 -0.715 -0.305
N -6.9004 -2.0605 15.2072 -1.914 0.460 0.377
C -11.8628 -5.9371 22.4736 0.465 1.251 -0.431
H -6.2547 1.0208 19.7971 0.265 -0.190 -0.252
C -14.7688 -4.1981 19.4153 0.579 0.586 0.522
H -11.1217 -2.9184 15.2524 0.989 -0.506 0.648
C -14.3473 0.9698 19.7545 -1.771 -0.963 0.369
H -10.4087 -5.6064 25.7342 -0.611 -0.104 0.572
H -6.9724 -6.7972 23.3603 0.390 0.178 -0.116
H -9.0157 -4.9540 24.0875 -0.363 -0.249 0.439
H -3.8666 -3.1884 15.4416 -0.263 -0.557 -0.113
H -16.1376 4.0905 22.3280 -0.017 -0.226 0.268
C -10.1336 -6.6574 25.8234 0.706 0.278 -0.431
H -7.8994 -3.6835 19.1381 0.496 0.824 0.769
H -5.8261 -2.6595 23.8821 0.219 0.394 -0.017
H -11.1442 -6.0112 18.7726 -0.178 0.389 0.082
H -8.0003 -5.1732 20.1107 0.214 0.226 1.269
H -15.5587 -4.9489 19.3926 0.285 0.049 -0.323
H -15.2892 2.7253 23.2320 1.587 0.833 -0.625
C -14.0760 -2.5802 21.2471 0.362 0.030 -1.526
H -10.9324 -7.3538 25.5683 0.064 0.189 -0.639
H -11.3810 -3.3371 18.0725 0.210 -0.171 0.007
H -6.4581 -0.3827 18.6356 0.580 -0.016 0.131
O -9.7266 -3.8220 20.2602 0.492 0.344 0.925
C -8.1747 -1.9360 15.9845 1.129 0.632 -0.123
H -16.7427 2.5071 23.0203 -1.424 0.498 -0.865
H -9.9301 1.8834 26.5975 -0.116 -0.097 -0.240
H -6.6381 -1.2832 14.6180 -0.350 -0.245 -0.133
C -7.1952 -5.7473 23.5508 -0.462 -0.354 -0.159
H -8.6301 2.1244 17.8648 -0.417 0.546 -0.203
H -13.9282 -1.1019 22.7464 -0.212 -0.101 0.236
N -11.5030 -2.5742 17.4219 -0.926 -1.938 -3.661
H -10.1375 -1.5075 25.1326 0.409 -0.181 -1.227
```
Forces are in eV/Å.

Calculated values
total charge = 0
HOMO-LUMO gap = 7.67 eV
molar mass = 946.95 g/mol
maximum force = 5.068 eV/Å
total energy = -90830.028 eV